Below is a 7-piece molecular cluster, C5H23O8 overall, with properties calculated with ωB97M-V with the def2-TZVPD basis set.

XYZ file:
```
36
Properties=species:S:1:pos:R:3
C 0.74 -0.68 -2.24
O 1.31 -0.20 -3.48
C -0.20 0.37 -1.64
C -1.65 0.15 -2.07
C -2.48 -0.68 -1.05
C -2.88 0.15 0.19
O -2.58 -0.43 1.45
H 0.27 -1.64 -2.40
H 1.62 -0.83 -1.61
H 0.63 0.09 -4.09
H -0.11 0.29 -0.55
H 0.15 1.34 -1.96
H -2.17 1.10 -2.26
H -1.67 -0.35 -3.05
H -1.90 -1.54 -0.74
H -3.37 -1.04 -1.56
H -3.97 0.24 0.24
H -2.46 1.18 0.15
H 2.98 0.10 1.55
H 1.74 -0.62 2.28
O 2.69 -0.37 2.36
H 1.01 2.30 1.49
H 0.30 2.35 0.09
O 1.12 2.61 0.52
H -0.32 -1.15 3.02
H -1.61 -0.58 1.62
O -0.05 -0.73 2.19
H 0.31 0.69 2.55
H 1.62 1.30 3.13
O 0.73 1.60 2.86
H 1.05 -3.26 1.29
H 0.08 -2.09 1.37
O 0.23 -2.96 0.88
H 2.50 1.69 0.15
H 3.08 0.55 -0.75
O 3.27 1.06 0.06
```

Computed properties:
**HOMO level**: -0.233 Ha
**Gap between HOMO and LUMO**: 9.32 eV
**Net charge**: -1
**Relative energy (zero: lowest compared OMol25 entry of this formula, charge and spin)**: 0.0 kcal/mol
**E_LUMO**: 2.992 eV

***

Below is a 7-piece molecular cluster, C5H24N10O7 overall, with properties calculated with ωB97M-V with the def2-TZVPD basis set.

XYZ file:
```
46
Properties=species:S:1:pos:R:3
O 0.51 -0.28 0.89
H -0.14 0.43 0.82
H 1.35 0.17 1.07
O 2.57 1.56 1.60
H 2.95 2.40 1.32
H 3.25 1.15 2.14
C 1.79 -2.62 -1.48
O 1.61 -3.30 -0.49
N 1.36 -1.33 -1.60
N 2.48 -3.06 -2.59
H 1.34 -0.86 -2.49
H 0.93 -0.96 -0.76
H 2.91 -3.95 -2.72
H 2.44 -2.42 -3.36
C -4.31 1.08 2.43
O -4.29 2.30 2.56
N -5.41 0.36 2.78
N -3.24 0.42 1.90
H -6.05 0.98 3.25
H -5.50 -0.64 2.83
H -2.60 1.07 1.45
H -3.14 -0.58 1.86
C -0.73 2.80 -0.19
O -1.40 2.20 0.62
N -1.17 3.40 -1.31
N 0.64 2.92 -0.04
H -0.57 3.93 -1.91
H -2.15 3.23 -1.50
H 1.18 3.38 -0.75
H 1.05 2.73 0.85
C 4.21 0.66 -2.12
O 4.50 0.84 -3.30
N 4.66 -0.38 -1.39
N 3.59 1.63 -1.39
H 5.27 -1.07 -1.80
H 4.41 -0.47 -0.43
H 3.29 2.48 -1.83
H 3.23 1.42 -0.48
C -2.97 -2.95 0.42
O -3.83 -3.45 -0.28
N -1.79 -2.49 -0.08
N -3.18 -2.65 1.74
H -1.61 -2.63 -1.06
H -1.08 -2.05 0.48
H -4.04 -2.92 2.16
H -2.30 -2.49 2.21
```

Computed properties:
**HOMO level**: -0.332 Ha
**Gap between HOMO and LUMO**: 8.53 eV
**SMILES string**: NC(N)=O.NC(N)=O.NC(N)=O.NC(N)=O.NC(N)=O.O.O
**Relative energy (zero: lowest compared OMol25 entry of this formula, charge and spin)**: 8.7 kcal/mol
**E_LUMO**: -0.504 eV

***

Below is a 5-piece molecular cluster, C5H24N2O4 overall, with properties calculated with ωB97M-V with the def2-TZVPD basis set.

XYZ file:
```
35
Properties=species:S:1:pos:R:3
C -0.13 -2.19 -1.46
C 0.96 -1.40 -2.15
C 2.18 -0.88 -1.41
C 2.37 0.61 -1.40
C 1.53 1.34 -0.32
N 2.22 2.05 0.84
N -1.31 -1.32 -1.00
H -0.51 -3.00 -2.08
H 0.21 -2.61 -0.54
H 1.29 -2.20 -2.86
H 0.59 -0.72 -2.90
H 2.19 -1.39 -0.41
H 3.17 -1.39 -1.90
H 2.01 0.96 -2.44
H 3.39 0.86 -1.17
H 0.82 2.05 -0.82
H 0.75 0.68 0.12
H 2.63 2.95 0.58
H 2.97 1.39 1.09
H 1.52 2.22 1.63
H -1.15 -0.77 -0.17
H -2.12 -1.91 -0.84
H -1.43 -0.51 -1.73
H -1.59 -2.21 2.23
H -2.76 -1.42 1.58
O -1.87 -1.74 1.44
H -0.48 1.83 3.41
H 0.71 0.98 3.78
O 0.28 1.40 3.05
H -3.03 1.73 4.04
H -2.43 0.35 4.37
O -2.36 1.11 3.77
H -3.97 1.41 -1.45
H -3.55 0.69 -2.82
O -3.12 1.04 -2.05
```

Computed properties:
**HOMO level (spin up / spin down)**: -0.746 / -0.725 Ha
**Gap between HOMO and LUMO (spin up / spin down)**: 11.06 / 2.14 eV
**Spin multiplicity**: 2
**Net charge**: +3
**E_LUMO (spin up / spin down)**: -9.229 / -17.584 eV
**Expectation value of S²**: 0.75

***

Below is a 7-piece molecular cluster, C5H24N2O7 overall, with properties calculated with ωB97M-V with the def2-TZVPD basis set.

XYZ file:
```
38
Properties=species:S:1:pos:R:3
C -2.19 2.05 0.57
O -3.08 2.57 -0.45
C -0.74 2.28 0.03
C 0.37 1.47 0.74
C 1.67 1.36 0.00
C 2.57 0.65 -2.05
N 1.61 0.60 -1.20
N -0.48 3.69 0.20
H -2.54 1.00 0.56
H -2.51 2.47 1.53
H -2.97 2.16 -1.30
H -0.85 1.90 -1.03
H 0.02 0.40 0.93
H 0.40 1.97 1.72
H 2.34 2.30 0.08
H 2.29 0.71 0.69
H 3.46 1.29 -2.14
H 2.42 0.10 -2.96
H -0.19 4.06 1.07
H -0.02 4.10 -0.59
H -1.05 -3.62 -1.04
H -1.27 -3.27 0.47
O -1.72 -3.52 -0.36
H -0.77 -2.13 3.49
H 0.05 -2.54 2.23
O -0.84 -2.55 2.64
H 2.08 -2.58 0.68
H 1.65 -1.27 1.63
O 1.44 -2.16 1.29
H 2.26 -1.81 -1.33
H 1.61 -3.01 -2.01
O 2.07 -2.74 -1.19
H -1.70 -1.50 1.76
H -2.98 -0.74 2.15
O -2.19 -0.65 1.62
H -0.54 -0.79 -3.35
H 0.27 -0.84 -2.14
O 0.05 -1.41 -2.91
```

Computed properties:
**HOMO level**: -0.320 Ha
**Gap between HOMO and LUMO**: 8.80 eV
**SMILES string**: C=NCC[C@H](N)CO.O.O.O.O.O.O
**Relative energy (zero: lowest compared OMol25 entry of this formula, charge and spin)**: 89.2 kcal/mol
**E_LUMO**: 0.075 eV

***

Max |F| across the listed records, respectively: 1.13; 1.85; 4.76; 4.22 eV/A.
Energy across the listed records, respectively: -806.30223; -1279.34617; -614.12564; -841.00541 Eh.